The following is a quantum chemistry calculation of C28H32CrGeN6O2S4Se as an isolated structure, from the OMol25 dataset.

Properties
Highest occupied orbital energy (alpha / beta) = -5.3 / -5.3 eV
Charge = -1
<S²> = 3.793
DFT total energy = -236219.0359 eV
Multiplicity = 4
Frontier orbital gap (alpha / beta) = 7.55 / 7.42 eV

Element x y z (Å)
Se -2.8088 -0.7433 1.2578
Ge -2.4875 -1.7602 4.3688
Cr -0.7362 -0.0172 -0.1815
S -0.8457 -3.2268 -0.5479
S -0.5969 4.6954 -0.6223
S -0.8553 2.1245 0.9448
S 2.2662 -1.2462 3.2819
O 0.7355 0.6088 -1.3103
O -0.9411 -3.5600 0.8755
N -1.9714 1.1608 -1.6252
N -0.7767 -1.8248 -1.0036
N 2.8514 -2.0454 -0.9709
N -1.4525 2.4671 -1.6582
N 0.4615 -0.6081 1.2516
N 1.1334 -6.4485 -3.5059
C 2.2973 -4.3724 -0.9287
C 1.9482 1.1466 -3.2489
C 0.8536 1.1633 -5.4075
C 3.3863 2.8573 1.1564
C -2.5564 -0.6622 -3.1050
C 1.4940 -5.5069 -2.9547
C 1.9942 1.3134 -4.6183
C 2.7393 -3.2040 -0.3263
C 2.9358 5.3792 0.1075
C -2.2318 -0.3029 3.0712
C 1.0766 4.5266 -1.3473
C -1.0485 2.9596 -0.5479
C -0.4274 0.7350 -3.4068
C -1.1646 -3.1458 4.0465
C -1.6616 0.4528 -2.6754
C 0.7387 0.8279 -2.5991
C 2.4031 3.0428 0.1959
C -0.3471 0.8645 -4.7897
C 4.1484 3.9322 1.5947
C -4.0679 0.7087 1.0203
C 2.4840 -2.0060 -2.2469
C 1.2213 -0.8700 2.0997
C 3.9230 5.1953 1.0655
C 1.9507 -4.3228 -2.2740
C 2.1642 4.3086 -0.3339
C -2.2446 -0.9760 6.1481
C -4.3147 -2.4459 4.2092
C 2.0291 -3.1122 -2.9493
H 2.2184 -5.2914 -0.3653
H -1.2498 0.7687 -5.3826
H -4.5215 -2.7227 3.1751
H -1.1744 -0.0530 3.0068
H -2.7382 -0.5533 -4.1771
H -2.3691 -1.7382 6.9191
H 1.2392 5.4620 -1.8837
H -4.4420 0.6507 0.0009
H -0.1655 -2.7561 4.2467
H 2.7565 6.3690 -0.2991
H 4.5139 6.0394 1.4001
H -1.1990 -3.4635 3.0040
H -2.0771 -1.6263 -2.9465
H -1.3465 -4.0095 4.6883
H 1.7377 -3.0297 -3.9869
H -2.7734 0.5994 3.3542
H -4.4502 -3.3287 4.8352
H 2.8367 1.2526 -2.6379
H 3.5459 1.8674 1.5665
H -5.0386 -1.6902 4.5194
H 1.8124 2.1967 -0.1332
H -3.5036 -0.6225 -2.5699
H -2.9691 -0.1811 6.3306
H 2.5486 -1.0426 -2.7375
H 2.9400 1.5600 -5.0872
H 3.0049 -3.1922 0.7251
H 1.0220 3.7200 -2.0790
H -1.2417 -0.5578 6.2411
H -4.8835 0.5798 1.7293
H 0.9042 1.2907 -6.4804
H 4.9135 3.7861 2.3471
H -3.5496 1.6534 1.1667

Atomic partial charges in e from the Mulliken method, atoms 1 to 6: Se 0.28; Ge 0.53; Cr -0.05; S 0.00; S -0.24; S -0.45

The following is a quantum chemistry calculation of C28H32IrN5O2S as an isolated structure, from the OMol25 dataset.

Properties
Highest occupied orbital energy (alpha / beta) = -6.3 / -8.0 eV
Charge = 0
<S²> = 6.040
DFT total energy = -54770.0507 eV
Energy relative to the best compared isomer or geometry (same formula, charge and spin) = 10.1 kcal per mole
Multiplicity = 5
Frontier orbital gap (alpha / beta) = 6.58 / 5.88 eV

Element x y z (Å)
Ir -0.3818 -0.1159 0.5144
S 1.1310 -2.8525 -2.5162
O 0.4546 -0.0440 2.3517
O 1.3230 -1.0825 -0.1672
N -0.9851 2.8395 0.3358
N -2.0532 0.8828 1.0789
N 1.3532 -2.3940 0.1308
N 0.0272 2.0268 0.0914
N -0.8370 0.1884 -3.4392
C -1.8385 -2.6327 -0.0513
C -1.5836 -1.3575 -0.5737
C 2.3257 4.4813 -1.4600
C 1.2676 -3.3029 -0.8671
C -2.2070 -1.0293 -1.7866
C 1.1643 3.9384 -0.9390
C -2.0549 2.2286 0.8642
C -2.6601 -3.5454 -0.6958
C 0.8328 2.0677 3.4468
C -3.1346 0.2906 1.6203
C -3.2760 -3.1997 -1.8894
C 0.2696 -0.0272 4.7204
C -4.2541 0.9879 1.9893
C 0.0503 0.7610 3.4362
C -1.9298 0.2924 -2.4714
C -4.2742 2.3782 1.7799
C 2.3647 1.9062 -0.4274
C 0.4688 0.1320 -2.9675
C 1.1741 2.6374 -0.4215
C -3.0467 -1.9424 -2.4222
C 3.5182 2.4642 -0.9527
C 1.4546 -5.0262 0.8223
C 1.3185 -4.6584 -0.4902
C 1.5392 -4.0419 1.8124
C 3.5089 3.7513 -1.4746
C -3.1917 2.9923 1.2209
C 1.4852 -2.7306 1.4357
C -1.1111 -0.5372 -4.6578
H -5.0925 0.4659 2.4255
H -0.0546 0.5418 5.5942
H 4.4128 4.1827 -1.8839
H -1.3844 -2.9253 0.8925
H 1.4900 -6.0745 1.0875
H 0.2424 4.5008 -0.9262
H -1.0204 0.9968 3.3623
H 2.3787 0.9060 -0.0145
H 0.7100 -0.9666 -2.5696
H 1.4989 -1.8781 2.1051
H -5.1433 2.9589 2.0608
H -2.0765 -0.2357 -5.0628
H 0.6409 0.7829 -2.1151
H 1.2381 -5.3941 -1.2769
H 1.6414 -4.2881 2.8586
H -3.9322 -3.8969 -2.3938
H -2.8111 0.6334 -3.0182
H -0.2889 -0.9644 4.6891
H 0.6648 2.6283 2.5283
H -1.1305 -1.6189 -4.4699
H -2.8271 -4.5226 -0.2587
H 1.9016 1.8575 3.5288
H 0.5345 2.6915 4.2926
H -3.0638 -0.7812 1.7452
H -3.5353 -1.6584 -3.3488
H 4.4346 1.8872 -0.9492
H -1.6542 1.0569 -1.7440
H 2.3074 5.4868 -1.8618
H 1.1995 0.2807 -3.7626
H -0.3322 -0.3249 -5.3888
H 1.3310 -0.2601 4.8356
H -3.1557 4.0569 1.0408

Atomic partial charges in e from the Mulliken method, atoms 1 to 6: Ir 0.92; S -0.38; O -0.67; O -0.53; N -0.88; N 0.43

The following is a quantum chemistry calculation of C28H33AuN4O2S2 as an isolated structure, from the OMol25 dataset.

Properties
Highest occupied orbital energy = -13.5 eV
Charge = +2
DFT total energy = -64976.7824 eV
Energy relative to the best compared isomer or geometry (same formula, charge and spin) = 0.0 kcal per mole
Multiplicity = 1
Frontier orbital gap = 7.08 eV

Element x y z (Å)
Au -0.5024 0.7078 -0.6462
S -2.8582 -1.9053 -0.2140
S 0.5464 2.8162 -0.9342
O -2.3454 -0.4711 -0.0811
O -0.6885 1.2421 1.5849
N 2.9182 3.8467 -1.1807
N 0.7578 -1.3132 -0.1717
N 0.8465 0.0323 2.7458
N 2.9284 1.5433 -0.8362
C 4.2678 3.9312 -1.2471
C -2.3822 -2.7513 1.2615
C 1.6210 -1.3722 0.8532
C -3.3223 0.3112 -2.9528
C -4.7598 2.2192 -3.1416
C 2.2522 2.6755 -0.9810
C 4.2637 1.5803 -0.8986
C -0.8791 0.5845 -2.6968
C -4.5909 -1.7279 0.1049
C -3.6702 3.0698 -3.0185
C 1.1845 -3.6212 -0.6412
C -1.9645 -4.0694 1.1617
C 0.5525 -2.4201 -0.8983
C -2.2139 1.1536 -2.8230
C 2.0859 -3.6770 0.4080
C -1.5470 -4.7327 2.3101
C 2.3051 -2.5371 1.1620
C -1.5501 -4.0703 3.5291
C -2.3920 -2.0740 2.4769
C -2.4003 2.5401 -2.8600
C -1.0395 0.9764 3.9248
C -1.9767 -2.7455 3.6142
C 4.9708 0.2749 -0.7308
C -0.2840 0.7504 2.6481
C 4.8630 5.2816 -1.4763
C 4.9719 2.7700 -1.1049
C -4.5869 0.8402 -3.1189
C 1.8139 -0.1149 1.6671
H 1.7336 0.7480 1.0135
H -5.7528 2.6325 -3.2660
H -0.1428 -2.3312 -1.7267
H 6.0485 0.3791 -0.8231
H 4.5896 5.9626 -0.6676
H 2.8098 -0.1118 2.1074
H 4.4949 5.7064 -2.4125
H 4.6091 -0.4322 -1.4783
H -3.8124 4.1415 -3.0533
H -1.5412 3.1935 -2.7624
H -3.1734 -0.7644 -2.9546
H -0.0633 1.1787 -3.0916
H -2.7164 -1.0400 2.5194
H -1.2297 -4.5888 4.4235
H 0.9825 -4.4860 -1.2592
H -5.4403 0.1877 -3.2503
H -4.9962 -1.0984 -0.6873
H -2.0375 1.3344 3.6913
H -1.0958 0.0664 4.5217
H 6.0516 2.7797 -1.1495
H -1.9731 -4.5756 0.2021
H -5.0493 -2.7175 0.0798
H 2.6181 -4.5928 0.6299
H 4.7353 -0.1409 0.2504
H -1.2219 -5.7634 2.2520
H 5.9458 5.2166 -1.5261
H -0.7892 -0.4810 -2.9014
H -0.5298 1.7409 4.5140
H 3.0196 -2.5432 1.9765
H -1.9991 -2.2488 4.5764
H 1.0894 -0.3298 3.6531
H -4.7196 -1.2544 1.0767
H 2.3602 4.6873 -1.2760

Atomic partial charges in e from the Mulliken method, atoms 1 to 6: Au 1.97; S 0.44; S -0.65; O -0.69; O -0.83; N 0.02